# 1
Formula: C6H18BN3O3
Source: OMol25
Level of theory: ωB97M-V with the def2-TZVPD basis set

The geometry in ORCA input format:
```
! RIJCOSX wB97M-V def2-TZVPD def2/J DEFGRID3
* xyz 0 1
B -2.925 1.413 4.235
O -2.506 1.834 3.027
C -1.413 1.199 2.366
C -1.817 0.760 0.971
N -0.778 -0.109 0.428
C -0.946 -0.344 -0.996
C -0.139 -1.555 -1.476
C -0.661 -2.053 -2.811
O -0.230 -2.579 -0.480
H -3.583 2.166 4.886
H -2.659 0.309 4.620
H -0.602 1.925 2.309
H -1.077 0.328 2.936
H -2.787 0.244 1.023
H -1.942 1.622 0.312
H -0.859 -1.014 0.879
H -2.005 -0.508 -1.259
H -0.607 0.534 -1.556
H 0.909 -1.262 -1.600
H -0.603 -1.253 -3.553
H -0.097 -2.916 -3.160
H -1.715 -2.319 -2.711
H 0.623 -3.033 -0.429
N 4.733 0.981 -1.142
C 3.499 0.410 -1.301
N 2.480 0.999 -0.611
O 3.322 -0.566 -2.011
H 4.900 1.781 -0.563
H 5.497 0.563 -1.637
H 1.568 0.594 -0.722
H 2.590 1.796 -0.014
*
```

## Properties
SMILES string	BOCCNC[C@H](C)O.NC(N)=O
HOMO energy	-9.21	eV
relative energy (zero: lowest compared OMol25 entry of this formula, charge and spin)	1.429	eV
largest force on an atom	0.5	eV Å⁻¹

=====

# 2
Formula: C4H10SSi
Source: OMol25
Level of theory: ωB97M-V with the def2-TZVPD basis set

The geometry in ORCA input format:
```
! RIJCOSX wB97M-V def2-TZVPD def2/J DEFGRID3
* xyz 0 3
C -1.404 0.848 0.510
C 0.044 1.258 -0.094
C -2.033 -0.357 -0.203
C 2.381 -1.049 0.598
Si 0.865 -0.516 -0.392
S -0.806 -1.729 -0.067
H -1.238 0.607 1.644
H -1.954 1.671 0.401
H -0.131 1.746 -1.116
H 0.653 2.048 0.543
H -3.011 -0.510 0.252
H -2.177 0.043 -1.298
H 2.089 -1.675 1.433
H 3.106 -1.643 -0.046
H 2.913 -0.038 0.916
H 0.706 -0.704 -3.080
*
```

## Properties
HOMO energy (alpha / beta)	-6.22 / -9.32	eV
relative energy (zero: lowest compared OMol25 entry of this formula, charge and spin)	0.312	eV
⟨S²⟩	2.002
largest force on an atom	5.3	eV Å⁻¹

=====

# 3
Formula: C9H15N2O2
Source: OMol25
Level of theory: ωB97M-V with the def2-TZVPD basis set

The geometry in ORCA input format:
```
! RIJCOSX wB97M-V def2-TZVPD def2/J DEFGRID3
* xyz -1 1
C 1.773 3.090 -0.207
C 0.136 3.228 -0.193
O -0.482 2.938 1.126
C -0.573 2.392 -1.427
C -0.235 0.777 -1.416
N -0.176 0.284 -2.877
C 1.185 0.146 -3.177
O 2.449 0.563 -3.471
H 2.082 2.932 -1.348
H 2.039 2.122 0.399
H 2.319 4.006 0.279
H -0.099 4.377 -0.412
H -0.337 1.974 1.387
H -1.750 2.546 -1.336
H -0.245 2.931 -2.426
H 0.876 0.574 -1.032
C -1.001 -3.844 2.352
C -1.413 -3.246 1.011
C -0.297 -2.432 0.353
C 0.095 -1.274 1.257
N 0.420 -0.314 2.007
H -0.759 -3.067 3.084
H -1.818 -4.439 2.770
H -0.127 -4.496 2.239
H -2.296 -2.613 1.161
H -1.710 -4.057 0.336
H -0.637 -2.037 -0.610
H 0.582 -3.061 0.171
*
```

## Properties
HOMO energy	-2.16	eV
relative energy (zero: lowest compared OMol25 entry of this formula, charge and spin)	2.054	eV
largest force on an atom	10.0	eV Å⁻¹

=====

# 4
Formula: C25H41BrClF4IN4O4ReSi
Source: OMol25
Level of theory: ωB97M-V with the def2-TZVPD basis set

The geometry in ORCA input format:
```
! RIJCOSX wB97M-V def2-TZVPD def2/J DEFGRID3
* xyz 2 2
Re 0.678 -0.352 -0.245
C 2.110 -3.107 -0.676
N 0.781 -2.528 -0.362
C 0.289 -3.167 0.895
C -0.170 -2.818 -1.468
C -1.446 -2.009 -1.275
N -1.136 -0.754 -0.542
C -2.291 -0.066 -0.054
C -2.304 0.530 1.206
F -1.264 0.384 2.028
C -3.417 1.210 1.673
F -3.356 1.745 2.888
C -4.561 1.321 0.914
C -4.565 0.735 -0.337
F -5.629 0.833 -1.120
C -3.459 0.056 -0.815
F -3.508 -0.410 -2.070
H 2.038 -4.196 -0.701
H 2.438 -2.754 -1.652
H 2.827 -2.813 0.086
H 0.170 -4.238 0.721
H 1.011 -3.007 1.689
H -0.665 -2.738 1.192
H 0.323 -2.549 -2.398
H -0.389 -3.888 -1.504
H -1.883 -1.794 -2.248
H -2.202 -2.553 -0.706
H -5.430 1.847 1.285
O 3.328 -1.284 2.341
Cl 2.601 -0.226 1.795
O 2.880 1.034 2.330
O 1.118 -0.521 1.853
O 2.769 -0.225 0.291
I 0.477 1.163 -6.231
C 1.119 0.540 -4.383
C 2.427 0.392 -3.944
N 2.384 -0.029 -2.677
N 1.109 -0.169 -2.255
C 0.333 0.190 -3.290
H 3.365 0.545 -4.453
H 3.151 -0.174 -2.034
H -0.741 0.174 -3.197
C 4.022 4.080 1.085
C 3.199 4.462 -0.153
C 3.504 3.422 -1.240
C 3.690 5.853 -0.625
Si 1.345 4.688 0.204
Br 0.409 2.155 -0.224
C 0.778 4.928 1.990
C -0.743 5.077 2.118
C 1.224 3.791 2.921
C 1.439 6.253 2.444
C 0.266 5.379 -1.200
C -1.220 4.992 -1.171
C 0.800 5.027 -2.595
C 0.355 6.914 -0.993
H 5.070 4.013 0.784
H 3.732 3.112 1.489
H 3.968 4.821 1.881
H 4.584 3.420 -1.408
H 3.020 3.636 -2.192
H 3.213 2.422 -0.915
H 4.772 5.797 -0.770
H 3.511 6.632 0.120
H 3.251 6.170 -1.569
H -1.274 4.186 1.775
H -1.128 5.945 1.584
H -0.982 5.219 3.174
H 0.898 2.815 2.562
H 0.761 3.954 3.897
H 2.300 3.765 3.073
H 1.108 7.113 1.858
H 2.528 6.217 2.422
H 1.145 6.437 3.480
H -1.376 3.920 -1.279
H -1.701 5.480 -2.023
H -1.736 5.328 -0.276
H 0.745 3.952 -2.784
H 1.821 5.360 -2.770
H 0.170 5.524 -3.336
H -0.101 7.231 -0.054
H -0.203 7.395 -1.800
H 1.374 7.301 -1.034
*
```

## Properties
HOMO energy (alpha / beta)	-14.46 / -14.42	eV
relative energy (zero: lowest compared OMol25 entry of this formula, charge and spin)	1.778	eV
⟨S²⟩	0.851
largest force on an atom	0.6	eV Å⁻¹

=====

Q: What is the largest force on an atom in the second record?
A: 5.3 eV Å⁻¹

=====

Q: What is the largest force on an atom in the second record?
A: 5.3 eV Å⁻¹